1.
91
Properties=species:S:1:pos:R:3:forces:R:3 method="wB97M-V/def2-TZVPD" smiles=CCCCCCCCCCC[C@@H](C#N)[C@](F)(C#N)Cc1cccc(C)c1.COCCOC.COCCOC gap_ev=9.52 total_energy_ha=-1723.2254 total_charge=0 lumo_energy_ev=0.408
C -5.10335 5.01418 -5.05795 0.119 -0.080 -0.114
C -5.21278 3.50964 -4.75837 -0.034 0.055 0.254
C -5.07037 3.13390 -3.27151 0.027 -0.032 -0.136
C -5.97387 1.97748 -2.84658 0.234 -0.069 0.128
C -5.54193 1.32355 -1.52100 0.140 -0.015 -0.251
C -4.91487 -0.05832 -1.71923 -0.173 0.202 0.195
C -4.28164 -0.61878 -0.44149 0.177 -0.072 -0.272
C -2.78561 -0.32977 -0.32274 -0.228 0.109 0.306
C -2.12567 -1.04352 0.86973 0.269 0.042 -0.103
C -1.14424 -2.14628 0.45397 -0.277 -0.078 0.065
C -0.14049 -2.51614 1.55535 -0.087 -0.219 0.020
C 1.29084 -2.80804 1.07031 0.061 0.214 -0.124
C 1.25559 -3.71550 -0.08351 0.095 0.094 0.098
N 1.23820 -4.42419 -0.98379 -0.058 -0.104 -0.115
C 2.12575 -1.53870 0.73842 -0.049 -0.375 0.195
F 1.41495 -0.75082 -0.15208 0.009 -0.003 -0.037
C 3.39998 -1.90660 0.07312 -0.148 0.659 -0.100
N 4.40716 -1.90462 -0.47246 0.219 -0.499 -0.049
C 2.42297 -0.73586 1.99613 -0.032 0.189 0.041
C 3.22531 0.54320 1.86299 -0.077 -0.181 -0.027
C 3.67648 1.08125 0.66960 -0.082 -0.114 -0.220
C 4.43149 2.23979 0.67365 0.076 0.128 -0.152
C 4.72647 2.88163 1.85899 0.093 0.129 0.072
C 4.26957 2.37061 3.06571 0.031 0.067 0.105
C 4.59858 3.04467 4.36883 0.054 0.131 -0.087
C 3.52317 1.20417 3.04504 0.054 0.077 0.225
H -6.02210 5.40136 -5.49575 -0.051 0.060 0.080
H -4.30758 5.22972 -5.77032 0.039 0.002 -0.001
H -4.88753 5.58456 -4.15539 -0.030 0.053 0.027
H -6.17735 3.14091 -5.10878 -0.028 -0.026 -0.083
H -4.44586 2.97066 -5.31357 -0.080 -0.100 -0.124
H -4.03636 2.84160 -3.07054 0.086 0.100 0.041
H -5.27467 4.00828 -2.65084 -0.023 0.007 0.102
H -5.93483 1.22185 -3.63576 -0.189 -0.055 -0.030
H -7.00230 2.32987 -2.76696 -0.085 -0.001 -0.167
H -4.80147 1.96689 -1.03833 -0.086 0.080 0.175
H -6.39520 1.22632 -0.84965 0.015 0.047 0.133
H -5.69574 -0.73577 -2.07096 0.032 -0.028 -0.129
H -4.16380 0.02112 -2.50920 0.047 -0.148 -0.069
H -4.78870 -0.18774 0.42418 -0.087 -0.136 0.117
H -4.42387 -1.70201 -0.40276 -0.040 -0.036 0.054
H -2.65097 0.74729 -0.19892 0.041 0.049 -0.164
H -2.28876 -0.60834 -1.25298 0.049 -0.023 -0.057
H -1.58773 -0.31042 1.47686 0.019 0.014 0.008
H -2.89082 -1.48166 1.51092 -0.061 0.059 0.148
H -0.63466 -1.85638 -0.46127 0.116 0.080 0.011
H -1.71907 -3.04307 0.21136 0.039 -0.017 -0.180
H -0.10881 -1.75004 2.32849 0.032 0.080 -0.016
H -0.48352 -3.42274 2.05604 0.031 0.007 0.071
H 1.84567 -3.32064 1.85876 0.006 -0.047 0.034
H 2.94735 -1.39151 2.69411 -0.028 -0.096 0.006
H 1.46515 -0.48420 2.45092 -0.057 -0.041 0.013
H 3.45595 0.61433 -0.27715 -0.029 -0.030 -0.017
H 4.79708 2.63752 -0.26274 0.030 0.012 -0.042
H 5.31792 3.78816 1.85538 0.021 0.039 -0.024
H 5.43692 2.55188 4.86244 -0.009 -0.052 0.055
H 4.88644 4.08191 4.20283 0.002 0.028 0.009
H 3.74751 3.03907 5.04718 -0.023 -0.053 0.062
H 3.17311 0.80793 3.99215 -0.062 -0.106 0.017
C 8.05079 2.40646 -4.89332 0.006 -0.019 0.004
O 9.08938 1.84668 -4.11340 -0.027 -0.004 0.009
C 9.24200 2.45837 -2.84413 0.075 -0.019 -0.072
C 8.61362 1.63726 -1.74104 -0.086 0.014 0.092
O 7.20435 1.57133 -1.86723 -0.004 0.014 -0.061
C 6.73748 0.34932 -2.41499 -0.051 0.010 0.035
H 7.92311 1.76985 -5.76691 0.025 0.000 -0.009
H 7.10895 2.44678 -4.34046 -0.005 0.014 -0.004
H 8.31360 3.41599 -5.22852 -0.021 0.013 0.018
H 8.80761 3.46335 -2.84965 -0.008 0.018 0.006
H 10.31476 2.55421 -2.64913 -0.009 0.000 0.006
H 8.83928 2.10645 -0.77789 0.014 -0.006 -0.005
H 9.04425 0.63107 -1.73723 0.015 -0.012 -0.002
H 6.87752 -0.47690 -1.71167 0.010 -0.003 -0.011
H 7.23698 0.11256 -3.35771 0.019 0.003 0.005
H 5.67097 0.46775 -2.59880 -0.012 -0.012 0.026
C -6.31076 -4.15293 5.21659 0.002 -0.024 -0.004
O -5.89450 -5.06734 4.22006 0.042 0.038 0.012
C -5.94533 -4.53997 2.90566 -0.052 -0.098 0.041
C -4.57679 -4.13445 2.40965 0.050 0.127 -0.077
O -4.04640 -3.04509 3.15013 0.010 -0.047 0.029
C -3.08814 -3.43115 4.11621 -0.047 0.032 0.019
H -6.08637 -4.60266 6.18202 -0.013 -0.023 -0.004
H -5.78299 -3.19929 5.13473 -0.009 0.011 0.000
H -7.38913 -3.97153 5.15508 0.003 0.030 -0.009
H -6.62352 -3.68193 2.86298 -0.003 0.019 -0.010
H -6.34298 -5.31927 2.24852 0.002 0.008 -0.002
H -4.65819 -3.81535 1.36521 0.004 -0.007 0.006
H -3.89611 -4.99056 2.45108 0.001 -0.024 0.002
H -2.16037 -3.76447 3.63792 -0.001 -0.035 0.005
H -3.46318 -4.23209 4.75765 0.010 -0.008 0.004
H -2.87297 -2.55611 4.72770 0.010 0.016 -0.024

2.
25
Properties=species:S:1:pos:R:3:forces:R:3 method="wB97M-V/def2-TZVPD" gap_ev=9.41 de_lowest_kcal_mol=0.0 total_energy_ha=-741.6459 total_charge=+1 lumo_energy_ev=-3.338
C 0.67682 -2.37552 0.08553 -1.283 -3.976 1.619
C 0.52702 -0.02505 0.36070 0.995 -1.695 -0.676
C 0.97516 -1.17508 -0.66743 0.735 2.199 -0.176
C -0.74932 -0.73433 0.78253 -1.454 -0.001 1.221
C 0.49273 1.31351 -0.30149 0.166 1.003 1.133
C -2.74374 0.14926 -0.34964 0.162 2.362 0.604
N 1.91038 1.95518 -0.10314 1.348 -4.254 -0.574
O -0.47056 -2.07533 0.98448 0.593 0.994 -1.588
O -1.79564 -0.71579 -0.28676 1.705 -1.178 0.517
O 2.35115 -1.03574 -0.99340 -0.046 0.334 0.696
O -0.32230 2.23316 0.61836 -0.687 0.674 2.322
O -3.82634 -0.36453 -0.79379 -2.120 -0.932 -0.924
O -2.68590 1.34361 -0.05874 0.773 0.288 0.417
H 0.50496 -3.47539 -0.40936 0.409 3.079 0.939
H 1.45851 -2.39682 0.80906 1.100 -0.975 0.319
H 1.23102 -0.03144 1.25148 -0.633 -0.372 -0.599
H 0.45124 -1.09644 -1.58210 -1.080 0.423 -0.804
H -1.19618 -0.38378 1.73794 -0.034 0.105 -0.803
H 2.47476 1.00961 -0.38381 -0.831 2.626 0.533
H 2.33452 2.28704 0.81068 -0.895 -0.304 -1.001
H 2.04943 2.58564 -0.87301 0.230 0.687 -0.065
H 2.52543 -1.66811 -1.68931 0.438 -0.103 -0.360
H -0.39485 2.20013 1.68671 0.382 -0.316 -3.067
H -4.52561 0.31734 -0.86998 0.521 -0.292 0.029
H -1.25270 2.15886 0.23450 -0.494 -0.376 0.288